Entry from OMol25: C11H9F6MoN2O8S3 as an isolated structure at a distorted geometry (ωB97M-V/def2-TZVPD).

Geometry as XYZ:
```
40
Properties=species:S:1:pos:R:3:forces:R:3:mulliken_charge:R:1
Mo -1.11242 0.09291 -1.12591 -0.84 0.38 -0.49 2.5584
S -0.36685 -0.19683 1.56838 0.24 -0.07 0.15 1.7614
S -0.48523 -2.27826 -3.24839 0.05 0.03 -0.02 1.0089
S -3.02796 -2.35812 -2.11277 0.05 0.08 -0.05 0.8008
F -4.84581 -1.16987 -3.71265 -0.01 -0.01 0.02 -0.0972
F -0.73764 -0.86758 -5.43005 -0.01 0.03 -0.01 -0.1575
F -5.60356 -1.72866 -1.76279 0.01 -0.01 -0.03 -0.0826
F 1.25096 -1.64648 -5.05710 0.04 0.01 0.01 -0.1153
F -0.32116 -2.97116 -5.74730 -0.01 -0.03 -0.01 -0.1114
F -5.26670 -3.24519 -3.26843 -0.01 0.03 0.01 -0.0577
O -2.86940 -3.17683 -0.97513 0.01 0.02 0.05 -0.4120
O 0.22300 -3.33819 -2.65612 -0.02 -0.03 -0.02 -0.4304
O -1.19065 -0.84092 2.51078 -0.04 0.02 0.03 -0.5373
O -0.14945 -0.98617 0.24087 0.13 -0.01 0.04 -0.6209
O -0.24035 -0.90062 -2.56281 0.05 -0.03 0.12 -0.7555
O -2.69225 -0.64020 -1.47367 0.04 -0.18 0.08 -0.7579
O -1.18539 4.30677 -0.56540 -0.04 -0.08 -0.12 0.0486
O -1.21243 1.66254 -1.67524 0.31 -0.26 -0.21 -0.7856
N -2.08598 -2.36863 -3.31533 0.01 0.05 0.08 -0.2539
N -1.17027 0.97021 0.68157 0.22 0.08 -0.16 -0.5378
C -0.02266 -1.90241 -5.07885 -0.02 -0.04 0.04 0.6514
C 1.30311 0.27245 3.56336 -0.04 -0.02 0.10 -0.3917
C -1.21667 3.35850 0.00906 0.09 0.05 0.41 0.2538
C 3.28994 1.29918 1.88035 0.00 0.00 0.00 -1.0612
C 2.50236 0.69616 4.08886 0.04 0.02 -0.03 -0.7880
C 4.80970 1.65146 3.86271 0.01 0.00 -0.01 -1.4049
C 1.11112 0.37040 2.17508 -0.14 0.00 0.00 0.3788
C 3.51586 1.21242 3.26810 -0.06 -0.02 0.01 0.7852
C 2.10494 0.88218 1.32537 0.06 0.02 -0.10 -0.2557
C -4.97613 -2.08320 -2.82220 0.03 -0.01 0.01 0.7396
C -1.28085 2.34162 1.09912 -0.17 0.02 0.06 -0.0610
H 4.07471 1.68008 1.24020 0.00 0.00 0.00 0.3849
H -2.24333 2.57273 1.58334 0.02 0.00 0.03 0.4342
H -0.46953 2.64962 1.77983 -0.02 -0.02 0.03 0.3803
H 0.53276 -0.14249 4.20026 0.01 0.00 0.00 0.5332
H 1.97495 0.91603 0.24870 0.00 0.00 0.01 0.3484
H 5.52956 1.95210 3.10627 0.00 0.00 0.00 0.3771
H 2.66900 0.61540 5.15537 0.00 0.00 0.00 0.4708
H 4.64089 2.49192 4.54025 0.00 0.00 0.00 0.3681
H 5.23981 0.84717 4.46232 0.00 0.00 0.00 0.3917
```
Forces are in eV/Å.

For the HOMO energy, the calculation gives -0.67457 Ha. The value obtained for the frontier orbital gap is 5.515 eV. The net charge is +3.


Entry from OMol25: a 9-piece molecular cluster, C18H49F2N4O25S7 overall at a distorted geometry (ωB97M-V/def2-TZVPD).

Geometry as XYZ:
```
105
Properties=species:S:1:pos:R:3:forces:R:3:mulliken_charge:R:1
S 6.06870 5.12478 2.99564 -0.34 0.51 -0.89 1.0531
S -0.80281 1.32436 1.29164 7.61 0.36 10.96 0.9175
S 1.50621 -5.32428 -0.69601 -0.72 -0.52 -0.73 1.1787
S -3.65541 -3.72767 -5.76635 -2.34 0.11 -0.45 1.0570
S -1.02422 1.88360 -1.01243 1.44 1.36 -3.21 1.1067
S 5.45121 1.48545 -4.73491 -1.06 0.38 0.49 1.0864
S -8.18249 3.98599 2.45814 -1.36 1.23 -1.47 1.1035
F -2.22970 2.11061 -2.09002 0.40 -1.32 1.20 -0.2683
F -1.47028 0.75279 2.66131 -1.84 0.39 -0.56 -0.3177
O 5.70445 4.36834 4.40640 1.02 -0.06 -1.98 -0.2158
O -7.59360 -0.03458 -1.72782 1.39 -0.57 0.59 -0.5076
O -9.09992 4.54266 1.38431 2.53 -1.97 3.39 -0.5985
O -2.46358 -4.51528 -5.62423 -0.31 0.03 -0.82 -0.5584
O 5.33939 0.12383 -4.22006 0.52 1.60 -0.83 -0.5497
O 7.05939 1.98719 -4.55232 -1.54 0.33 -0.20 -0.3297
O 6.23306 4.04503 2.01104 -0.16 2.10 1.97 -0.5516
O 1.58742 -5.26111 0.75408 0.24 -0.03 -2.01 -0.5659
O -0.45272 2.68665 1.75055 -1.02 -2.14 -1.57 -0.6007
O 3.09660 -5.27699 -1.25221 -1.35 -0.39 3.17 -0.3221
O -0.00565 1.04371 -1.63588 -2.36 0.16 0.81 -0.5624
O -4.59618 -4.12250 -4.46744 0.57 1.64 -0.59 -0.1801
O -6.83007 4.92681 2.38301 -2.67 0.09 3.07 -0.2828
O -7.84154 2.55778 2.52593 -0.47 2.46 -0.20 -0.5833
O -4.56311 -3.76244 -6.95529 2.62 -0.02 2.56 -0.6078
O -3.58280 -5.92202 3.03761 -0.53 0.24 -0.41 -0.5221
O -7.92981 -2.13838 -1.51713 1.60 0.87 0.49 -0.5382
O -0.58007 3.25648 -0.89935 -1.09 -1.28 0.82 -0.5648
O 2.88314 -0.63679 5.79079 1.95 -1.20 -1.42 -0.5211
O -2.24854 -5.46693 4.67075 -1.49 0.71 -1.27 -0.5210
O 4.96506 -0.69844 5.11180 0.23 0.32 0.66 -0.5203
O 0.28083 0.35066 1.35953 -0.20 1.02 -1.76 -0.6045
O 0.78786 -6.45629 -1.33950 1.73 2.48 1.18 -0.6306
O 4.95598 1.80256 -6.08009 1.72 -0.52 2.07 -0.5989
O 7.13261 6.16541 3.16168 -2.73 -2.57 -0.11 -0.5986
N 3.81925 -1.08514 5.08291 -1.08 1.71 1.35 0.8770
N -3.11365 -5.13840 3.82201 2.70 -1.71 1.89 0.8726
N -7.17560 -1.15113 -1.45403 -2.18 -1.87 -1.42 0.8320
N -1.82274 1.10997 0.27815 -2.98 1.36 -6.73 -0.1061
C -5.96666 4.25275 0.49667 1.99 -1.18 -3.77 -1.1920
C 4.33508 5.93294 2.73077 1.86 -0.09 0.12 -0.9347
C 6.01427 4.22752 6.79091 -0.01 -0.19 -0.38 -1.1661
C 3.42499 -5.41067 -2.59237 0.36 0.31 -1.76 -0.1664
C -3.48458 -3.73420 3.80608 -0.78 0.60 0.00 -0.6762
C -5.68524 -1.34460 -1.08966 -1.86 1.85 -0.06 -0.6214
C 4.55648 2.58333 -3.51200 1.49 -1.10 -0.87 -0.8796
C 4.93759 -5.08696 -2.84568 -1.41 0.41 0.06 -1.0564
C -8.75318 4.57773 4.13701 -0.45 0.34 -1.51 -0.9254
C 7.56324 2.32618 -3.21290 0.58 -1.32 0.15 -0.0285
C 5.67018 5.14018 5.57652 0.27 0.86 1.89 -0.2972
C 9.06211 2.08014 -3.16111 0.16 -0.51 -0.09 -1.3372
C -5.26442 -5.38302 -4.39072 0.81 -0.88 -0.54 -0.3117
C 0.85643 -3.67022 -1.42725 0.08 -2.38 -0.20 -0.9690
C -5.62880 4.37909 1.92387 -0.31 -0.69 -1.09 -0.1854
C -5.24353 -5.92286 -2.97207 -1.41 -0.40 -0.34 -1.1046
C -3.19793 -1.97057 -5.36652 -1.51 -1.60 0.46 -0.8238
C 3.56288 -2.06987 4.05233 -1.10 -0.48 -0.73 -0.6870
H 7.46941 3.36228 -2.88766 -1.01 0.07 -0.56 0.2700
H -5.37105 -2.34663 -0.79756 -0.55 0.20 -0.25 0.2765
H 6.35153 5.98946 5.52581 0.48 -0.24 -0.16 0.3743
H 0.08733 -3.17738 -0.83254 0.87 0.12 0.69 0.4229
H -2.39393 -1.69495 -6.04897 -0.33 0.08 0.10 0.3523
H -4.53083 -3.71605 3.50090 0.14 0.28 -0.01 0.2762
H 6.79174 3.52182 6.49828 -0.19 -0.15 -0.37 0.3161
H 3.57373 5.15664 2.80684 0.30 -0.03 -0.13 0.3576
H -6.33336 3.29069 0.13880 -0.22 -0.36 0.74 0.3852
H -9.75308 4.21983 4.38237 0.40 -1.16 0.00 0.3840
H -6.18443 -5.57528 -2.54546 0.37 0.38 0.76 0.2724
H -3.33697 -3.34361 4.81294 0.01 0.00 -0.29 0.2746
H 9.31772 1.02595 -3.05417 -0.16 -0.12 -0.56 0.3193
H -4.80330 -6.07754 -5.09293 0.38 -0.02 0.06 0.3592
H -5.04552 4.32061 -0.08208 0.26 0.11 -0.28 0.3512
H 7.11570 1.61485 -2.51877 -0.32 0.39 0.21 0.3400
H 4.19940 6.70987 3.48315 0.16 -0.23 0.19 0.3207
H -4.79864 5.06256 2.10211 -0.38 0.18 0.27 0.3023
H 5.15900 3.66014 7.15789 -0.04 -0.03 -0.28 0.2921
H -4.15752 -1.45822 -5.43576 0.32 0.39 -0.60 0.3200
H -5.18945 -0.89032 -1.94754 0.31 -0.26 0.27 0.2420
H -2.94402 -1.91920 -4.30775 0.49 -0.27 -0.19 0.2812
H -4.38747 -5.78721 -2.31112 0.00 0.22 -0.46 0.3203
H 1.76786 -3.16059 -1.73981 -0.48 0.45 0.32 0.2776
H -2.85697 -3.21641 3.08077 -0.02 -0.08 0.08 0.2965
H -9.04963 5.61959 4.01563 0.98 0.34 -0.18 0.3317
H 9.54328 2.51551 -4.03692 0.15 -0.05 0.12 0.3211
H 5.04283 3.55622 -3.58311 -0.33 0.00 0.09 0.3020
H 5.58852 -5.46778 -2.05867 -0.14 0.14 0.00 0.3003
H 3.76350 -1.57508 3.10205 -0.04 0.00 0.08 0.2971
H -5.76796 -0.60916 -0.28942 1.33 -0.21 0.37 0.3172
H 3.48985 2.58884 -3.73643 0.25 -0.08 -0.08 0.3910
H 5.26950 -5.47078 -3.81037 -0.20 -0.27 0.06 0.3477
H 4.69902 5.63209 5.63113 -0.35 -0.36 0.38 0.3228
H -6.30537 -5.35579 -4.71289 -0.01 0.69 -0.08 0.2661
H -7.95404 4.40797 4.85857 -0.33 -0.05 -0.11 0.2901
H -5.40616 3.40624 2.36216 0.00 0.07 0.23 0.2625
H 3.17540 -6.38621 -3.00965 -0.20 -0.12 0.28 0.2783
H 4.35741 6.44654 1.76960 0.03 -0.39 -0.08 0.3651
H 2.80007 -4.64450 -3.05122 0.23 -0.16 -1.03 0.2941
H 9.48071 2.49727 -2.24520 -0.14 0.49 -0.07 0.3867
H 4.96833 -4.00240 -2.94998 0.57 0.02 0.41 0.2322
H -6.65104 4.94227 0.00241 0.08 0.56 0.88 0.3559
H 2.50262 -2.31449 4.11646 0.29 -0.38 -0.11 0.2949
H 4.26312 -2.89835 4.15903 -0.29 0.06 0.17 0.2608
H 4.79912 2.06162 -2.58623 -0.36 0.41 0.17 0.3052
H 6.47037 4.67725 7.67284 -0.29 0.83 -0.22 0.3616
H 0.27156 -4.03779 -2.27041 0.43 0.02 -0.40 0.3797
H -5.46352 -6.98353 -3.09318 0.38 -0.28 0.18 0.3578
```
Forces are in eV/Å.

For the HOMO energy, the calculation gives -0.26843 Ha. The value obtained for the frontier orbital gap is 8.974 eV. The net charge is -1.


Entry from OMol25: C2H4N4 as an isolated structure (ωB97M-V/def2-TZVPD).

Geometry as XYZ:
```
10
Properties=species:S:1:pos:R:3:forces:R:3:mulliken_charge:R:1
N -0.70294 1.59646 -1.31068 -0.02 0.25 0.23 -0.3929
N 1.23670 -1.37974 1.20304 -0.29 -0.05 0.39 -0.5349
N 1.14679 0.06566 -0.90886 -0.78 -0.06 -0.18 -0.3689
N -0.41427 -0.55979 -0.20201 0.52 -0.42 -0.36 -0.3727
C 0.02087 0.59051 -0.80133 0.30 0.07 -0.27 0.5709
C 0.01234 -1.12354 0.98924 0.40 -0.04 0.10 0.0514
H 1.35436 -1.84903 2.09455 -0.10 -0.04 0.21 0.2304
H -1.62236 1.74964 -0.93707 0.01 0.12 0.03 0.2378
H -0.82049 -1.44264 1.62989 0.10 0.16 -0.16 0.3333
H -0.21098 2.35248 -1.75677 -0.13 0.00 0.03 0.2457
```
Forces are in eV/Å.

For the HOMO energy, the calculation gives -0.33641 Ha. The value obtained for the frontier orbital gap is 9.522 eV. The net charge is 0.


Entry from OMol25: C2H5ClO2 as an isolated structure at a distorted geometry (ωB97M-V/def2-TZVPD).

Geometry as XYZ:
```
10
Properties=species:S:1:pos:R:3:forces:R:3:mulliken_charge:R:1
Cl 1.76995 0.83700 0.35792 1.15 1.02 1.29 -0.1365
O -0.28119 0.09784 -0.87560 -2.24 0.43 -1.71 -0.2384
O 0.73395 -1.83738 0.45938 1.65 4.79 -0.20 -0.5817
C -1.25407 0.61866 0.02912 -0.48 0.99 1.73 -0.5081
C 0.90352 -0.27274 -0.59941 0.35 -3.37 2.58 0.1201
H 1.54743 -0.55395 -1.40965 -0.37 -0.60 -0.48 0.2707
H -2.21471 0.07145 -0.21495 1.29 0.50 0.81 0.2353
H 1.13857 -1.31908 1.24484 -0.99 -1.83 -1.52 0.3032
H -1.43934 1.71757 -0.13285 0.38 -1.04 -0.51 0.2676
H -0.90412 0.64062 1.14121 -0.73 -0.89 -1.99 0.2678
```
Forces are in eV/Å.

For the HOMO energy, the calculation gives -0.37452 Ha. The value obtained for the frontier orbital gap is 10.857 eV. The net charge is 0.


Entry from OMol25: C23H21BN5O3S2Sr as an isolated structure at a distorted geometry (ωB97M-V/def2-TZVPD).

Geometry as XYZ:
```
56
Properties=species:S:1:pos:R:3:forces:R:3:mulliken_charge:R:1
Sr -0.68086 -0.45226 -0.54471 1.37 -1.90 -1.50 3.8726
S -0.28645 -2.12222 -5.14121 0.05 0.21 0.70 -0.2208
S 4.76865 -1.01531 -1.44984 -0.75 0.15 0.10 -0.2493
O 0.27975 -1.09138 1.28437 1.02 -0.97 2.21 -1.2201
O -1.53051 1.11622 -1.66660 -0.99 1.92 -1.30 -0.7588
O 2.03548 1.63309 3.74562 0.20 0.00 0.16 -0.6919
N 2.25774 -0.63161 -1.20504 -1.11 0.30 0.26 -0.0840
N 0.14605 1.06441 2.07203 0.32 0.27 0.94 -1.1216
N -0.48202 1.38558 0.89978 -0.16 1.43 0.24 0.0076
N -2.56112 -1.65649 -0.08998 -1.90 -1.20 0.44 -1.1346
N 0.01514 -1.35256 -2.73488 0.33 -0.14 -0.10 -0.0699
C -0.91066 -1.58234 -3.59224 0.20 -0.46 -1.35 0.5403
C 1.91922 -2.33029 4.91066 -0.05 -0.22 0.06 -0.7028
C -2.34746 -1.40461 -3.35954 -0.54 0.04 0.18 -0.9465
C -1.92571 4.47432 -0.34214 0.05 -0.04 0.00 -0.7735
C 1.18336 -1.91179 3.81814 -0.01 0.07 0.04 -0.4334
C 2.00522 0.33578 4.10195 -0.16 0.06 -0.06 0.1171
C -0.97344 2.56807 0.81327 0.47 -0.21 0.74 -0.8303
C -1.79196 2.36063 -1.56152 -0.26 1.00 -0.22 0.1416
C -1.57666 3.11925 -0.36294 -0.36 0.07 -0.74 0.7811
C -2.42922 5.12416 -1.44560 -0.07 0.32 0.04 -0.6789
C 3.47726 0.30463 0.69767 0.00 0.07 0.34 -0.8940
C 1.26994 -1.55939 -3.21554 0.02 -0.47 -1.27 -0.3420
C 3.72198 -1.57221 -2.69144 -0.17 0.08 0.29 -0.5331
C 0.48101 -0.21175 2.15772 0.23 0.23 0.50 0.6138
C 3.35362 -0.40683 -0.58757 1.17 -0.22 -0.26 0.6259
C -3.49170 -2.31996 0.09510 0.35 0.19 -0.08 0.0248
C -2.30669 3.07237 -2.67732 0.01 -0.07 -0.11 -0.5843
C -2.60220 4.41072 -2.62982 0.00 0.02 0.03 -0.4398
C 2.77510 -0.10084 5.17972 -0.02 0.14 0.01 -0.7107
C 2.72668 -1.42306 5.57906 0.01 0.10 0.01 -0.3530
C 1.30500 -1.99103 -4.51148 -0.30 0.07 0.16 -0.5240
C 2.42100 -1.28327 -2.38632 1.26 -0.22 -0.25 0.0892
C 1.21622 -0.58959 3.39914 0.13 0.06 -0.04 0.7774
B -4.72584 -3.23945 0.31069 -0.19 -0.15 0.04 0.1105
H -2.68305 6.17403 -1.39883 0.02 0.05 0.03 0.3598
H 2.15660 -2.21553 -5.11845 0.26 -0.02 -0.12 0.3989
H -0.89698 3.24002 1.68089 0.05 -0.18 -0.09 0.2389
H -2.51216 -0.38522 -3.00384 -0.08 0.05 -0.09 0.1311
H 4.23410 1.08550 0.64525 -0.01 0.06 0.02 0.4822
H -1.76683 5.02909 0.57454 0.00 0.02 0.09 0.3150
H 3.37674 0.62021 5.71504 0.06 0.07 -0.02 0.4150
H -2.67880 -2.06284 -2.55610 -0.10 -0.08 -0.07 0.1310
H -5.00593 -3.19919 1.47722 -0.11 -0.02 0.28 -0.1438
H 4.10482 -2.07759 -3.55382 0.06 -0.14 -0.21 0.3997
H -4.40297 -4.34918 -0.02560 0.07 -0.27 -0.07 -0.1467
H 1.31539 1.73574 3.05405 -0.07 0.06 0.07 0.4940
H 1.85925 -3.35339 5.25116 0.01 -0.10 -0.02 0.3966
H -2.92360 -1.59774 -4.26084 -0.06 0.00 0.01 0.4523
H -5.62082 -2.82152 -0.37431 -0.23 0.11 -0.16 -0.1473
H 3.31220 -1.74169 6.43089 0.04 -0.03 0.05 0.3601
H 0.54688 -2.58976 3.27012 0.02 -0.12 -0.08 0.4301
H 2.51104 0.73782 0.93886 0.01 0.13 0.08 -0.0055
H -2.96123 4.91800 -3.51881 -0.06 -0.03 0.02 0.3750
H 3.75248 -0.38248 1.49766 -0.02 -0.02 0.07 0.3119
H -2.45304 2.51477 -3.59430 0.03 -0.07 0.00 0.3469
```
Forces are in eV/Å.

For the HOMO energy, the calculation gives -0.17305 Ha. The value obtained for the frontier orbital gap is 6.621 eV. The net charge is -1.


Entry from OMol25: an isolated ion of composition C4H11NS and charge +1 at a distorted geometry (ωB97M-V/def2-TZVPD).

Geometry as XYZ:
```
17
Properties=species:S:1:pos:R:3:forces:R:3:mulliken_charge:R:1
S 2.40358 -1.34061 -1.55781 -1.92 0.50 0.51 0.1887
N -1.62893 -0.46757 0.81893 1.59 2.68 -2.51 -0.3744
C -0.16054 1.65641 1.44645 -1.84 0.11 -0.57 -1.1073
C 0.27229 0.26837 -0.73406 1.29 0.80 2.07 -0.7734
C 0.55881 -1.10274 -1.26883 -1.06 -1.15 -1.36 -0.4323
C -0.36035 0.25604 0.74720 3.78 -1.54 1.08 -0.1373
H -0.50008 2.49955 0.72647 0.60 -1.21 1.27 0.2749
H -0.90967 1.62017 2.31965 1.58 0.49 -0.99 0.3387
H -0.08846 -1.28537 -2.21065 1.66 -0.19 1.21 0.3838
H 0.39396 -0.40254 1.23261 -0.61 0.25 0.43 0.3452
H 2.26801 -2.25540 -2.50977 0.09 -0.42 -0.45 0.2754
H 0.92823 1.80361 1.73007 -1.54 -0.17 -0.18 0.3183
H 1.23336 0.86836 -0.92373 -1.67 -0.10 0.98 0.4071
H 0.25822 -1.87067 -0.51609 0.21 0.10 -0.39 0.4201
H -0.53902 0.74423 -1.16854 -1.13 0.86 -2.31 0.3803
H -2.29178 0.15457 0.34753 -0.76 -1.25 0.87 0.2526
H -1.83762 -1.14640 1.52058 -0.28 0.23 0.33 0.2397
```
Forces are in eV/Å.

Its expectation value of S² is 0.755. For the HOMO energy (spin up / spin down), the calculation gives -0.50056 / -0.46977 Ha. The spin multiplicity is 2. The value obtained for the frontier orbital gap (spin up / spin down) is 9.808 / 3.649 eV. The net charge is +1.


Values of ΔE to the lowest compared entry with this formula, charge and spin, in order: 19.6; 0.0; 356.8; 238.1; 175.2; 191.2, all in kJ/mol.